[1]
{"formula": "C10H30N6O4", "method": "ωB97M-V/def2-TZVPD", "symbols": ["C", "O", "C", "C", "C", "N", "H", "H", "H", "H", "H", "H", "H", "H", "H", "H", "H", "C", "O", "C", "C", "C", "N", "H", "H", "H", "H", "H", "H", "H", "H", "H", "H", "H", "N", "C", "N", "O", "H", "H", "H", "H", "N", "C", "N", "O", "H", "H", "H", "H"], "coordinates": [[0.093, -3.090, 2.913], [-0.363, -1.879, 3.477], [-1.347, -2.047, 4.480], [-2.197, -0.804, 4.586], [-3.315, -0.680, 3.598], [-1.356, 0.455, 4.495], [-0.740, -3.692, 2.545], [0.658, -3.674, 3.653], [0.794, -2.822, 2.127], [-1.981, -2.914, 4.252], [-0.838, -2.272, 5.426], [-2.558, -0.715, 5.616], [-4.107, 0.045, 3.812], [-3.943, -1.573, 3.497], [-2.915, -0.367, 2.632], [-0.949, 0.661, 5.407], [-0.508, 0.168, 3.996], [3.231, 3.422, -1.950], [3.051, 2.019, -1.859], [3.619, 1.330, -2.968], [3.206, -0.124, -2.955], [4.133, -0.999, -3.778], [1.869, -0.249, -3.533], [2.495, 3.873, -1.287], [2.975, 3.770, -2.958], [4.265, 3.692, -1.730], [3.252, 1.778, -3.901], [4.708, 1.474, -2.935], [3.221, -0.409, -1.890], [3.716, -1.982, -3.982], [5.128, -1.140, -3.347], [4.324, -0.508, -4.739], [1.124, 0.137, -2.963], [1.658, -1.223, -3.706], [0.882, 1.371, 0.122], [-0.363, 1.103, -0.360], [-1.322, 0.926, 0.589], [-0.612, 1.018, -1.567], [0.995, 1.379, 1.119], [1.657, 1.603, -0.491], [-1.138, 0.964, 1.576], [-2.217, 0.594, 0.266], [-2.981, -0.678, -1.596], [-4.050, -0.046, -2.185], [-3.712, 1.206, -2.650], [-5.161, -0.522, -2.292], [-3.123, -1.633, -1.327], [-2.059, -0.256, -1.625], [-4.454, 1.835, -2.885], [-2.747, 1.477, -2.725]], "lowdin_charge": [-0.0987, -0.2156, -0.2111, -0.4102, -0.0709, 0.0335, 0.0891, 0.0903, 0.0880, 0.1229, 0.1281, 0.1344, 0.0810, 0.0811, 0.0596, 0.0654, 0.0477, -0.0953, -0.2345, -0.2091, -0.4479, -0.0680, 0.0508, 0.0876, 0.0900, 0.0898, 0.1296, 0.1302, 0.1382, 0.0726, 0.0784, 0.0843, 0.0469, 0.0649, 0.1808, -0.6402, 0.1746, -0.0175, 0.0963, 0.0729, 0.0810, 0.0808, 0.1396, -0.6809, 0.1497, 0.0241, 0.1012, 0.0431, 0.0957, 0.0757], "de_lowest_kcal_mol": 0.00, "e_lumo_ha": 0.018, "smiles": "COC[C@H](C)N.COC[C@H](C)N.NC(N)=O.NC(N)=O", "homo_lumo_gap_ev": 9.556}

[2]
{"formula": "C10H30O10", "method": "ωB97M-V/def2-TZVPD", "symbols": ["C", "C", "O", "O", "H", "H", "H", "H", "H", "H", "C", "C", "O", "O", "H", "H", "H", "H", "H", "H", "C", "C", "O", "O", "H", "H", "H", "H", "H", "H", "C", "C", "O", "O", "H", "H", "H", "H", "H", "H", "C", "C", "O", "O", "H", "H", "H", "H", "H", "H"], "coordinates": [[7.115, -3.164, -24.797], [5.837, -2.496, -24.193], [6.003, -1.209, -23.775], [7.802, -2.464, -25.831], [6.967, -4.158, -25.220], [7.889, -3.120, -24.031], [5.466, -3.048, -23.330], [5.060, -2.418, -24.953], [6.821, -1.322, -23.285], [7.566, -1.535, -25.773], [8.357, 0.397, -21.968], [9.668, 0.624, -21.153], [9.206, 0.402, -19.797], [8.011, -0.982, -21.982], [8.566, 0.718, -22.989], [7.524, 1.048, -21.706], [9.920, 1.669, -21.333], [10.512, 0.061, -21.551], [9.731, 0.916, -19.179], [7.721, -1.266, -21.112], [12.645, 1.368, -17.880], [12.036, 0.393, -16.904], [10.947, -0.370, -17.393], [11.718, 2.099, -18.683], [13.304, 0.751, -18.491], [13.150, 2.199, -17.387], [11.631, 1.014, -16.105], [12.762, -0.350, -16.571], [10.781, -0.083, -18.294], [12.013, 2.927, -19.069], [12.223, 6.892, -20.407], [11.818, 5.863, -21.480], [11.953, 4.565, -20.903], [13.484, 6.794, -19.823], [11.554, 6.888, -19.547], [12.148, 7.827, -20.962], [12.378, 5.966, -22.409], [10.769, 6.142, -21.580], [11.514, 3.965, -21.511], [14.114, 6.645, -20.532], [8.066, -4.181, -19.945], [7.074, -3.861, -18.852], [5.924, -3.020, -19.264], [7.253, -4.674, -21.030], [8.766, -4.986, -19.724], [8.643, -3.281, -20.156], [7.481, -3.273, -18.030], [6.691, -4.729, -18.315], [5.105, -3.489, -19.085], [7.104, -3.961, -21.655]], "lowdin_charge": [-0.2203, -0.2848, -0.0615, -0.0842, 0.1166, 0.1026, 0.1109, 0.1154, 0.0266, 0.0749, -0.2550, -0.2409, -0.0989, -0.0965, 0.0956, 0.1176, 0.0746, 0.0980, 0.0371, 0.0820, -0.2652, -0.2597, -0.0668, -0.1042, 0.1042, 0.1172, 0.1098, 0.1147, 0.0339, 0.0616, -0.3414, -0.3765, -0.1893, -0.0853, 0.1109, 0.0962, 0.0929, 0.0775, -0.0008, 0.0728, -0.2117, -0.2116, -0.0872, -0.0772, 0.1185, 0.1126, 0.1101, 0.1100, 0.0697, 0.0543], "de_lowest_kcal_mol": 0.00, "e_lumo_ha": [0.091, 0.090], "multiplicity": 2, "total_charge": -1, "homo_lumo_gap_ev": [2.003, 9.784]}

[3]
{"formula": "C10H30O10", "method": "ωB97M-V/def2-TZVPD", "symbols": ["O", "C", "C", "O", "H", "H", "H", "H", "H", "H", "O", "C", "C", "O", "H", "H", "H", "H", "H", "H", "O", "C", "C", "O", "H", "H", "H", "H", "H", "H", "O", "C", "C", "O", "H", "H", "H", "H", "H", "H", "O", "C", "C", "O", "H", "H", "H", "H", "H", "H"], "coordinates": [[-12.973, -14.064, 10.187], [-13.938, -13.222, 9.551], [-13.267, -12.092, 8.806], [-12.535, -11.224, 9.668], [-12.178, -13.529, 10.298], [-14.568, -13.835, 8.894], [-14.710, -12.933, 10.280], [-14.048, -11.438, 8.401], [-12.667, -12.527, 8.003], [-12.180, -10.524, 9.107], [-16.932, -7.541, 10.547], [-16.462, -8.851, 10.224], [-15.457, -9.288, 11.257], [-14.266, -8.502, 11.135], [-16.162, -6.991, 10.724], [-17.334, -9.490, 10.085], [-16.051, -8.789, 9.207], [-15.125, -10.321, 11.144], [-15.883, -9.191, 12.256], [-14.039, -8.036, 11.941], [-11.837, -9.118, 7.524], [-10.465, -8.725, 7.416], [-9.786, -9.521, 6.332], [-10.291, -9.122, 5.057], [-12.457, -8.407, 7.363], [-10.482, -7.738, 6.938], [-9.999, -8.667, 8.398], [-9.941, -10.608, 6.337], [-8.702, -9.406, 6.372], [-11.193, -9.447, 4.985], [-17.431, -16.543, 12.563], [-17.420, -15.719, 13.753], [-17.756, -14.319, 13.319], [-16.711, -13.805, 12.496], [-17.101, -17.404, 12.825], [-18.130, -16.099, 14.490], [-16.394, -15.821, 14.104], [-17.808, -13.647, 14.176], [-18.702, -14.273, 12.772], [-16.537, -14.465, 11.810], [-13.893, -19.039, 12.093], [-14.844, -18.473, 11.199], [-14.230, -17.307, 10.447], [-14.353, -16.201, 11.356], [-13.781, -19.982, 11.990], [-15.183, -19.280, 10.532], [-15.741, -18.246, 11.771], [-14.794, -16.997, 9.558], [-13.151, -17.441, 10.324], [-13.897, -15.397, 11.063]], "lowdin_charge": [-0.0754, -0.2249, -0.2420, -0.0679, 0.0957, 0.1246, 0.1134, 0.1215, 0.1236, 0.0493, -0.0770, -0.2421, -0.2281, -0.0730, 0.0733, 0.1207, 0.1139, 0.1070, 0.1245, 0.0825, -0.0798, -0.2152, -0.2444, -0.0713, 0.0944, 0.1242, 0.1219, 0.1214, 0.1216, 0.0810, -0.0910, -0.2192, -0.2427, -0.0812, 0.0576, 0.1153, 0.1255, 0.1195, 0.1196, 0.0650, -0.0649, -0.2347, -0.2024, -0.1022, 0.0751, 0.1203, 0.0884, 0.1188, 0.1246, 0.0350], "de_lowest_kcal_mol": 27.45, "e_lumo_ha": 0.014, "smiles": "OCCO.OCCO.OCCO.OCCO.OCCO", "homo_lumo_gap_ev": 9.997}

Summary of E_tot in hartree
-1028.5564, -1151.2345, -1151.2871
(order as listed above)